24
Properties=species:S:1:pos:R:3:forces:R:3:lowdin_charge:R:1 method="wB97M-V/def2-TZVPD" homo_energy_ha=-0.309 relative_energy_kcal_mol=10.6 e_tot_ha=-426.55592 homo_lumo_gap_ev=9.267 total_charge=0 largest_force_ev_per_a=1.462
C -2.4869 -0.6192 -1.0141 0.208 0.824 -1.189 -0.160
C -1.8532 -1.9955 -1.1872 0.187 -0.320 1.063 -0.168
H -2.4889 -0.1712 -0.0266 -0.118 -0.470 0.363 0.059
H -1.9197 0.1029 -1.6027 0.167 0.096 -0.032 0.054
H -3.4840 -0.5415 -1.4555 -0.061 -0.253 0.309 0.061
H -1.3677 -2.3125 -0.2641 0.053 0.077 0.148 0.043
H -1.0485 -2.0330 -1.9238 -0.412 0.047 -0.258 0.054
H -2.5880 -2.7768 -1.3524 -0.080 -0.042 -0.429 0.059
C 0.4848 0.1575 2.9014 -0.742 -0.068 0.063 -0.059
C 1.6441 2.0578 -0.1677 0.418 -0.419 0.578 -0.017
C 1.4750 1.0926 -1.1440 0.174 0.053 -1.191 -0.329
C 1.4052 1.7006 1.1416 -0.499 -0.111 0.528 -0.041
C 0.9690 0.4116 1.5038 0.237 1.120 -0.231 -0.288
C 1.1959 -0.2256 -0.8423 -0.605 0.417 0.812 -0.022
C 0.8872 -0.5174 0.4923 -0.165 -0.807 -0.114 -0.058
O 1.5491 1.5377 -2.4472 0.459 -0.514 -0.229 0.031
H 2.0856 3.0103 -0.4117 -0.376 0.247 -0.191 0.118
H 1.4325 2.4614 1.9164 0.289 -0.027 -0.037 0.112
H 1.0661 -0.9595 -1.6260 0.025 -0.049 0.010 0.106
H 1.6818 0.7826 -3.0473 -0.151 0.401 0.366 0.109
H 0.9507 0.8037 3.6474 0.334 -0.290 -0.080 0.076
H 0.5153 -0.8977 3.1848 0.371 0.152 0.062 0.077
H 0.4725 -1.4879 0.7564 0.323 -0.078 -0.193 0.104
H -0.5776 0.4189 2.9686 -0.036 0.015 -0.126 0.080

---

52
Properties=species:S:1:pos:R:3:forces:R:3:lowdin_charge:R:1 method="wB97M-V/def2-TZVPD" homo_energy_ha=0.016 relative_energy_kcal_mol=224.0 e_tot_ha=-1404.20929 homo_lumo_gap_ev=3.252 total_charge=-2 largest_force_ev_per_a=6.982
Sr -12.8103 -13.4269 -16.9033 1.450 0.843 -0.294 1.532
B -15.0883 -13.8003 -14.2472 0.343 -0.147 -0.350 -0.450
H -15.4854 -13.3736 -15.1552 -1.781 1.789 -3.972 -0.117
H -15.7911 -13.7251 -13.4319 -2.667 0.721 3.079 -0.091
H -14.9333 -14.8624 -14.3578 0.804 -4.441 -0.794 -0.105
H -14.1455 -13.3283 -14.0181 3.962 2.017 1.026 -0.106
B -11.1058 -13.7112 -20.0453 0.067 0.360 0.445 -0.443
H -11.9723 -14.2977 -19.7819 -3.921 -3.195 1.454 -0.142
H -11.5369 -12.7686 -20.3451 -1.658 3.966 -1.193 -0.094
H -10.4161 -13.5179 -19.2383 2.513 0.591 3.436 -0.081
H -10.5604 -14.1024 -20.8903 1.914 -1.958 -3.210 -0.094
S -9.0713 -10.6553 -16.8542 2.606 1.907 -2.564 -0.016
O -10.2863 -11.1424 -16.2588 -5.294 -0.586 2.289 -0.489
O -8.2865 -11.7984 -17.0671 3.888 -5.799 0.051 -0.448
O -9.2477 -10.1277 -18.2045 -1.776 2.074 -1.049 -0.460
O -8.2986 -9.7302 -16.0277 -0.546 1.529 1.548 -0.463
C -12.5462 -18.7465 -19.0669 -1.258 0.718 0.676 -0.059
C -13.6280 -18.4870 -17.9502 1.275 -1.555 -1.747 -0.346
O -13.7560 -17.1590 -17.6216 -0.206 1.539 0.758 -0.075
H -12.7710 -19.7286 -19.4830 0.519 -0.147 0.078 0.059
H -11.5290 -18.6071 -18.7011 -0.085 -0.472 0.211 0.072
H -12.6231 -18.0216 -19.8773 -0.365 0.093 0.029 0.072
H -13.3761 -19.0867 -17.0756 0.082 -0.212 0.181 0.103
H -14.6296 -18.7627 -18.2801 0.079 -0.869 -0.472 0.103
H -14.6107 -17.2133 -17.1880 -0.042 1.158 0.407 0.084
C -15.1840 -8.1197 -18.6544 -0.060 -0.232 -0.403 -0.097
C -14.3658 -8.8880 -17.6162 0.225 1.226 -0.451 -0.313
O -14.9297 -10.1334 -17.2817 -0.212 -0.275 -0.272 -0.082
H -15.1035 -8.5348 -19.6590 0.068 -0.258 0.030 0.069
H -14.8672 -7.0805 -18.7431 0.095 0.043 0.239 0.068
H -16.2428 -8.1326 -18.3957 -0.172 0.097 0.125 0.060
H -14.3872 -8.2817 -16.7107 0.573 0.168 0.132 0.109
H -13.3491 -9.0038 -17.9916 0.025 -0.247 0.369 0.131
H -15.7773 -9.8431 -16.9369 -0.320 -0.773 0.251 0.073
C -9.7813 -14.4090 -13.1817 0.948 0.990 1.556 -0.103
C -9.6406 -15.5936 -14.0928 -1.246 0.718 2.370 -0.366
O -9.8301 -15.1195 -15.3806 0.048 -0.923 -0.938 -0.061
H -9.9215 -14.5706 -12.1129 -0.158 -0.974 0.208 0.062
H -10.6295 -13.7655 -13.4153 0.498 0.276 -0.571 0.084
H -8.7834 -13.9711 -13.1616 -0.395 1.254 -0.428 0.081
H -10.4538 -16.2091 -13.7084 0.100 -1.038 -1.069 0.105
H -8.6465 -15.9822 -13.8714 -0.082 -0.752 -0.496 0.110
H -8.9837 -14.7147 -15.5837 -0.061 0.772 -0.859 0.102
C -18.3435 -12.8563 -19.0022 -0.527 -0.541 1.627 -0.095
C -17.4486 -14.0640 -18.8934 1.284 -0.294 -2.918 -0.282
O -16.0763 -13.7144 -19.3135 -0.100 0.037 2.184 -0.109
H -18.1066 -12.2316 -18.1410 0.539 0.692 -0.475 0.074
H -19.3309 -13.1685 -18.6623 -0.508 -0.172 -0.629 0.065
H -18.3748 -12.3379 -19.9605 0.165 -0.115 0.218 0.078
H -17.6590 -14.8587 -19.6092 -0.910 -0.016 -0.155 0.097
H -17.5430 -14.5852 -17.9407 0.843 0.628 0.344 0.112
H -15.9164 -13.7247 -20.2600 -0.566 -0.215 -0.011 0.078

---

15
Properties=species:S:1:pos:R:3:forces:R:3:lowdin_charge:R:1 method="wB97M-V/def2-TZVPD" homo_energy_ha="-0.379 / -0.519" relative_energy_kcal_mol=3.3 e_tot_ha=-375.22857 homo_lumo_gap_ev="6.219 / 6.383" total_charge=+1 multiplicity=3 largest_force_ev_per_a=3.975 s2=2.02
C 1.7432 0.4987 0.0474 -1.180 -0.426 -0.591 -0.067
C -0.3786 1.5236 0.0650 0.398 3.418 1.106 -0.091
C 0.3724 0.3784 0.0720 -1.067 -3.824 -0.191 -0.058
C -0.3852 -1.0114 -0.0178 1.655 -0.593 1.845 -0.329
N 2.8631 0.8041 -0.1776 1.710 0.975 0.846 0.255
N -1.6825 1.6285 0.1386 0.606 1.197 -0.432 0.217
N 0.3154 -2.1997 0.3431 -1.248 1.484 -1.274 0.135
N -1.6333 -0.9350 -0.2290 -0.220 -0.587 -0.854 0.145
H 0.1510 2.4800 0.1431 -0.009 -0.465 -0.003 0.155
H 3.6197 0.5131 -0.7653 0.430 -0.556 -0.737 0.107
H -2.0748 2.5595 0.1610 -0.348 -0.260 -0.098 0.154
H 1.1970 -2.1583 0.8083 0.463 0.181 -0.068 0.087
H 0.1584 -3.0164 -0.2412 -0.009 0.247 0.368 0.113
H -2.1292 0.7729 -0.0757 -1.684 -1.322 -0.132 0.061
H -2.1366 -1.8380 -0.2719 0.505 0.533 0.215 0.117

---

23
Properties=species:S:1:pos:R:3:forces:R:3:lowdin_charge:R:1 method="wB97M-V/def2-TZVPD" homo_energy_ha="-0.261 / -0.283" relative_energy_kcal_mol=156.1 e_tot_ha=-571.57681 homo_lumo_gap_ev="6.651 / 7.080" total_charge=0 largest_force_ev_per_a=6.068
C -2.8851 -1.6640 -1.8237 0.365 1.333 0.765 -0.003
C -0.0289 -0.5007 -1.9425 -3.031 0.763 -1.307 -0.001
C -2.6158 -1.5184 -3.0901 0.912 -0.528 -2.600 -0.145
C -0.7157 -0.0916 -3.2007 1.383 -0.972 -0.545 -0.117
C -0.8777 -0.5913 -0.8570 2.864 1.370 3.250 -0.030
C -2.1762 -0.9370 -0.8584 0.176 -0.200 1.727 -0.242
C -0.6282 -0.1836 0.8123 -3.318 -2.396 -4.480 -0.118
C 0.4417 0.2408 1.4628 1.674 2.661 2.720 -0.292
C 0.3778 0.8695 2.8736 -1.914 -3.526 -0.464 -0.041
C 1.8447 0.2987 0.9919 0.403 0.689 -2.155 -0.065
N -1.8562 -0.4628 1.3587 1.933 0.577 0.183 0.095
N -1.8124 -0.5736 -3.6594 0.670 1.106 -0.442 0.059
O -2.6441 -0.9451 0.4051 -2.229 -0.097 0.022 -0.006
H -3.7019 -2.1872 -1.5234 -2.066 -1.874 0.925 0.095
H 0.9919 -0.4391 -1.8780 2.185 0.333 0.168 0.049
H -2.9894 -2.1907 -3.8567 -0.545 0.078 0.236 0.119
H -0.1489 0.5649 -3.9311 -0.696 -0.409 1.108 0.126
H 0.1911 -0.0122 3.5445 1.249 0.543 -0.014 0.108
H 1.1914 1.4868 3.0731 1.601 0.522 0.548 0.048
H -0.4974 1.3648 3.1790 -1.461 1.192 -0.570 0.055
H 2.4842 -0.3552 1.6551 -0.412 0.890 -0.839 0.107
H 1.8279 -0.0699 -0.0905 0.713 0.386 1.563 0.069
H 2.2026 1.4317 0.9753 -0.454 -2.439 0.201 0.130

---

21
Properties=species:S:1:pos:R:3:forces:R:3:lowdin_charge:R:1 method="wB97M-V/def2-TZVPD" homo_energy_ha=-0.371 relative_energy_kcal_mol=44.5 e_tot_ha=-514.92565 homo_lumo_gap_ev=10.756 total_charge=0 largest_force_ev_per_a=8.573
C 0.0385 1.5715 1.2793 -2.676 0.176 -3.758 -0.005
C -0.8596 0.4959 1.8867 1.468 0.299 2.202 -0.548
N -1.5292 0.8057 3.0541 0.922 3.815 -0.512 0.133
O -0.7457 -0.6650 1.6088 -0.325 -1.627 -1.367 0.037
H 0.5363 2.0774 1.9777 1.594 2.111 3.498 0.015
H -0.5373 2.4207 0.6947 0.943 -1.891 0.937 0.131
H 0.8833 1.2057 0.6775 -0.982 -0.470 -0.279 0.077
H -1.9976 0.1436 3.6251 -0.099 -0.644 0.093 0.088
H -1.3077 1.7568 3.4556 -0.787 -1.816 -0.562 0.126
H -2.3799 -1.7710 -0.6379 -1.683 0.242 0.995 0.029
H -0.9255 -1.8722 0.0114 -0.358 0.383 1.147 0.021
O -1.4691 -1.8647 -0.7662 1.970 -0.696 -1.979 -0.015
H -0.4634 -1.4497 -3.7678 -0.286 -1.028 -0.691 0.042
H -0.5632 -1.3451 -2.2524 -2.545 -4.189 6.561 -0.112
O -0.3504 -0.9534 -2.9843 2.885 5.262 -6.122 0.029
H 0.0626 1.4601 -1.6130 0.168 -0.231 -0.177 0.029
H 1.0091 0.4171 -2.2288 -0.397 0.520 0.050 0.008
O 0.9983 1.2519 -1.7250 0.185 -0.233 -0.083 -0.078
H 2.5405 -1.0473 -1.0415 -0.234 0.828 0.584 0.036
H 3.7504 -1.6699 -0.8024 2.850 -3.206 -1.030 -0.027
O 3.3098 -0.9680 -0.4517 -2.611 2.393 0.492 -0.015